A | 150
Properties=species:S:1:pos:R:3 method="wB97M-V/def2-TZVPD" mol_weight_g_mol=786.3 spin_multiplicity=1 smiles=CC1(C)CCCC(C)(C)N1O.CC1(C)CCCC(C)(C)N1O.CC1(C)CCCC(C)(C)N1O.CC1(C)CCCC(C)(C)N1O.CC1(C)CCCC(C)(C)N1O
O -3.837 -0.021 6.871
O 0.514 -1.084 -3.074
O 4.453 5.559 1.270
O 0.476 -6.143 4.521
O -0.552 -4.287 -8.657
N 1.105 -5.258 3.621
N 3.995 6.556 0.357
N -3.540 0.966 5.914
N 0.305 -0.499 -1.804
N -0.832 -3.245 -7.743
C -4.306 2.208 6.171
C 1.980 -5.941 2.702
C -2.368 -2.409 -5.986
C 2.479 4.796 -0.557
C -1.531 -1.867 -9.690
C 3.163 7.510 1.071
C -2.059 -0.713 -1.934
C 3.301 -6.510 3.231
C -1.058 -0.877 -7.440
C -2.359 -1.066 -6.686
C -0.740 -2.677 -1.115
C 1.953 6.894 1.812
C 2.912 -3.693 2.135
C 2.909 6.958 -1.814
C -3.904 3.250 5.135
C -3.264 -3.974 -7.653
C -0.659 -1.945 -8.429
C -1.612 -4.808 -6.052
C 2.646 8.563 0.083
C -0.981 -0.655 0.317
C 1.438 -3.969 4.268
C -3.856 2.744 3.709
C 1.539 -0.073 -1.159
C 3.475 5.912 -0.864
C 2.523 -1.239 -0.938
C 1.163 0.645 0.122
C 2.200 0.969 -2.057
C 0.318 -0.244 1.007
C 4.021 8.276 2.080
C 1.983 7.984 -1.157
C -5.822 2.002 6.067
C -2.886 1.580 3.718
C -3.860 2.736 7.526
C 4.705 5.271 -1.539
C -3.316 0.413 4.593
C -0.842 -1.153 -1.137
C -2.104 -0.517 4.650
C -1.965 -3.585 -6.886
C 0.806 -1.789 -8.793
C 2.083 -3.024 3.223
C -4.477 -0.393 3.997
C 1.228 -7.123 2.050
C 0.120 -3.377 4.719
C 2.423 -4.182 5.441
C 2.271 -4.930 1.583
H -4.124 -1.032 3.189
H 3.068 -2.917 1.374
H -6.174 1.007 6.366
H -1.935 1.971 4.105
H 4.990 4.370 -0.991
H -6.127 1.981 5.016
H 2.716 -2.333 3.784
H 1.429 5.079 -0.432
H -0.664 -4.628 -5.541
H -1.334 -1.444 0.988
H 3.096 -1.389 -1.856
H 2.043 1.040 0.636
H 3.267 -1.009 -0.171
H -3.724 -3.161 -8.213
H 5.559 5.933 -1.385
H 1.697 7.446 2.714
H 3.814 -7.115 2.481
H 0.092 -3.046 -0.518
H 1.557 1.838 -2.219
H 2.290 6.449 -2.560
H -3.387 -2.590 -5.629
H 0.335 -0.363 -3.686
H 2.856 -5.453 0.823
H 3.938 -3.857 2.479
H 1.132 -2.327 -9.677
H -1.719 -0.836 -9.997
H 0.604 -6.786 1.221
H 3.710 7.458 -2.366
H -4.405 3.655 7.763
H 0.916 -1.110 1.318
H 2.746 4.216 0.325
H 1.954 -7.813 1.617
H -4.757 -0.293 6.724
H 2.563 -3.229 5.965
H 1.057 -0.725 -8.862
H 0.564 1.536 -0.106
H -2.378 -5.030 -5.307
H -2.499 -0.229 -6.001
H 2.434 4.087 -1.392
H -1.541 -5.703 -6.669
H -1.751 -2.492 -5.081
H 1.434 -2.106 -7.953
H 1.070 7.422 -0.922
H 0.239 -2.330 5.029
H 0.644 -7.664 2.788
H 2.007 -2.171 -0.724
H 2.167 5.847 2.034
H -4.551 4.132 5.262
H -0.244 -0.504 -6.805
H 0.133 0.217 1.985
H 1.258 -2.423 2.836
H -2.455 -2.438 -9.664
H -2.342 -1.508 5.043
H 3.570 9.023 -0.304
H 3.169 -7.253 4.030
H 2.319 0.598 -3.085
H -5.324 0.205 3.659
H -6.373 2.769 6.605
H -0.663 -3.124 -2.109
H -1.195 0.072 -7.991
H 4.507 5.067 -2.588
H -3.037 -4.746 -8.408
H -1.982 -1.017 -2.982
H -4.005 -4.502 -7.054
H 1.698 8.805 -1.814
H -4.043 2.025 8.330
H -2.962 -1.281 -1.660
H 4.402 7.604 2.853
H -0.457 -3.163 3.808
H 1.305 -4.681 1.133
H -3.599 3.521 2.990
H 3.222 1.224 -1.777
H 1.054 -6.254 5.291
H 3.460 9.077 2.551
H -1.368 -4.484 -9.137
H 4.907 8.638 1.550
H 3.412 -4.480 5.118
H -1.011 -2.288 -10.558
H -2.309 0.341 -1.837
H 1.896 -4.783 6.188
H 1.054 6.861 1.192
H 2.051 9.325 0.580
H -2.579 1.254 2.717
H -2.801 2.983 7.500
H -4.829 -1.066 4.785
H -1.649 -0.605 3.662
H -1.332 -0.137 5.324
H -3.211 -1.045 -7.372
H 5.372 5.822 1.369
H -1.676 -3.060 -0.698
H -2.967 3.749 5.415
H 3.978 -5.764 3.643
H -0.483 -3.961 5.403
H -4.859 2.406 3.422
H -1.692 0.174 0.315

---

B | 150
Properties=species:S:1:pos:R:3 method="wB97M-V/def2-TZVPD" mol_weight_g_mol=786.3 spin_multiplicity=1 smiles=CC1(C)CCCC(C)(C)N1O.CC1(C)CCCC(C)(C)N1O.CC1(C)CCCC(C)(C)N1O.CC1(C)CCCC(C)(C)N1O.CC1(C)CCCC(C)(C)N1O
O 17.981 6.615 -18.988
O 10.443 14.017 -23.571
O 27.644 9.617 -23.628
O 18.551 -1.656 -20.303
O 16.262 11.314 -26.529
N 26.915 9.764 -22.460
N 18.732 -2.843 -19.591
N 10.127 13.086 -22.491
N 17.027 12.184 -27.336
N 18.336 5.919 -20.222
C 18.245 -2.082 -17.259
C 17.730 8.015 -21.494
C 17.914 -4.350 -21.313
C 26.092 7.282 -22.627
C 19.726 -4.005 -17.573
C 11.241 12.146 -22.174
C 9.962 11.858 -19.911
C 17.072 13.673 -29.334
C 12.548 12.874 -21.754
C 10.774 11.235 -21.027
C 19.148 -3.974 -20.451
C 19.658 4.419 -18.910
C 24.846 9.238 -23.599
C 28.514 11.312 -21.266
C 27.796 9.910 -21.220
C 8.804 12.667 -20.519
C 26.930 9.980 -20.017
C 25.020 8.881 -21.088
C 25.933 8.844 -19.872
C 16.091 6.073 -21.499
C 18.342 12.551 -26.861
C 19.174 13.280 -28.002
C 20.321 -5.137 -18.424
C 18.371 5.897 -22.698
C 16.204 13.064 -28.268
C 15.390 14.141 -27.463
C 19.471 4.246 -21.362
C 9.958 14.935 -20.782
C 20.633 -1.735 -18.314
C 18.385 14.275 -28.821
C 8.006 14.303 -22.214
C 19.383 -2.662 -18.244
C 15.101 12.339 -29.139
C 18.784 4.423 -22.788
C 28.869 8.837 -21.122
C 17.525 3.584 -19.794
C 20.473 -3.719 -21.218
C 9.288 13.796 -21.513
C 17.552 6.450 -21.370
C 19.239 11.259 -26.617
C 18.201 13.499 -25.590
C 25.801 8.779 -22.419
C 19.486 -5.296 -19.623
C 18.700 4.496 -20.102
C 11.416 11.228 -23.391
H 24.362 8.021 -20.960
H 17.881 6.168 -23.633
H 16.696 4.160 -19.383
H 21.322 -4.827 -18.723
H 18.294 -5.064 -22.044
H 29.578 9.047 -20.321
H 12.142 10.424 -23.273
H 7.985 15.389 -22.305
H 19.134 10.479 -27.372
H 20.117 -5.962 -20.212
H 12.538 13.939 -21.987
H 15.560 6.443 -20.622
H 12.879 12.878 -20.716
H 27.037 9.858 -24.331
H 15.962 11.953 -25.879
H 25.340 8.849 -18.958
H 9.174 15.361 -20.156
H 9.669 11.150 -19.136
H 21.147 -3.104 -20.621
H 20.210 5.036 -21.225
H 29.454 11.244 -21.815
H 18.811 8.082 -21.375
H 20.306 -3.137 -22.124
H 26.639 6.947 -23.508
H 24.794 8.650 -24.516
H 23.818 9.199 -23.239
H 10.487 12.633 -19.352
H 21.624 -2.123 -18.078
H 20.613 4.869 -19.181
H 17.810 -1.259 -17.826
H 19.865 12.570 -28.456
H 14.779 13.668 -26.694
H 20.063 3.340 -21.239
H 7.852 14.005 -23.251
H 10.765 14.537 -20.167
H 29.507 8.697 -21.995
H 18.240 15.242 -28.338
H 24.836 10.277 -23.928
H 18.738 -1.735 -16.351
H 19.121 13.435 -25.008
H 20.392 -6.022 -17.792
H 17.206 2.914 -20.593
H 18.335 14.560 -25.800
H 28.579 7.806 -20.922
H 24.325 9.721 -21.112
H 18.853 6.988 -18.840
H 26.356 7.844 -19.784
H 18.697 10.689 -25.863
H 27.910 12.207 -21.412
H 17.319 8.601 -22.316
H 11.711 11.844 -24.241
H 17.599 -1.570 -20.399
H 19.362 4.059 -23.637
H 15.596 11.556 -29.713
H 20.741 -1.105 -19.197
H 26.810 6.798 -21.965
H 9.702 14.048 -24.180
H 17.084 -4.867 -20.831
H 19.282 6.470 -22.871
H 8.134 13.078 -19.764
H 20.971 -4.582 -21.660
H 10.353 15.780 -21.347
H 13.482 12.549 -22.214
H 25.304 6.530 -22.586
H 7.147 13.841 -21.726
H 19.972 3.402 -18.675
H 14.328 11.965 -28.468
H 10.499 10.677 -23.597
H 18.897 -4.435 -17.012
H 14.579 13.019 -29.811
H 20.377 -3.916 -16.703
H 20.691 -1.105 -17.426
H 19.891 13.890 -27.452
H 16.526 14.443 -29.879
H 17.372 8.425 -20.550
H 10.384 10.251 -21.285
H 17.818 3.931 -22.899
H 17.388 -2.666 -16.923
H 27.496 10.275 -19.134
H 18.508 -5.743 -19.441
H 28.742 11.534 -20.223
H 17.507 -3.552 -21.934
H 8.107 11.954 -20.960
H 15.759 6.662 -22.354
H 17.395 13.312 -24.881
H 17.881 2.899 -19.025
H 11.669 10.896 -20.505
H 19.378 4.840 -17.944
H 20.301 11.462 -26.479
H 26.213 10.801 -20.045
H 17.288 12.909 -30.081
H 14.720 14.806 -28.008
H 16.075 14.781 -26.906
H 15.985 4.998 -21.642
H 18.904 14.652 -29.703

---

So which one is most stable? That would be A, about 0.2272 hartree below the next structure.

---

A | 20
Properties=species:S:1:pos:R:3 method="wB97M-V/def2-TZVPD" mol_weight_g_mol=120.1 spin_multiplicity=1 smiles="CC(=O)O.CC(C)O"
O 1.484 0.492 -1.917
O 1.526 -1.084 1.263
O 0.100 1.948 -0.864
C 0.237 0.851 -1.443
C 0.293 -0.465 1.093
C -0.837 0.314 -2.365
C -0.898 -1.370 1.347
C 0.271 0.865 1.736
H -0.896 -1.694 2.389
H -1.808 0.408 -1.884
H 1.515 -1.951 0.840
H 0.192 -0.160 -0.157
H -0.865 -2.259 0.715
H -0.853 0.914 -3.274
H -0.618 -0.716 -2.639
H -0.302 0.883 2.656
H -1.826 -0.835 1.159
H 1.266 1.265 1.908
H -0.130 1.574 0.891
H 2.149 1.021 -1.453

---

B | 20
Properties=species:S:1:pos:R:3 method="wB97M-V/def2-TZVPD" mol_weight_g_mol=120.1 spin_multiplicity=1 smiles=CC(C)(O)CC(O)O
O -0.733 1.614 0.071
O 0.201 -1.889 2.622
O 0.687 0.328 2.322
C -0.240 -0.756 2.072
C -0.194 0.459 -0.529
C 1.265 0.812 -0.764
C -0.338 -0.912 0.342
C -1.100 0.296 -1.729
H 0.480 -1.520 0.042
H 1.548 1.775 -1.023
H -1.233 -0.381 2.601
H -0.857 1.191 -2.378
H -1.274 -1.430 0.110
H -2.111 0.549 -1.482
H 1.767 0.152 -1.506
H -1.046 -0.559 -2.372
H 1.719 0.587 0.237
H 0.824 0.375 3.296
H -0.355 1.655 0.982
H -0.583 -2.442 2.827

---

C | 20
Properties=species:S:1:pos:R:3 method="wB97M-V/def2-TZVPD" mol_weight_g_mol=120.1 spin_multiplicity=1 smiles="C/C=C/C=C/O.O.O"
O 1.942 -0.264 2.867
O 3.995 0.692 0.005
O -2.392 -1.699 -2.653
C -2.591 0.703 -0.568
C -0.474 -0.162 0.277
C 0.754 0.133 0.899
C 1.035 -0.686 1.961
C -1.247 0.912 -0.040
H -2.552 -1.037 -3.416
H -2.972 1.546 -1.191
H -0.936 1.864 0.164
H -0.837 -1.118 0.063
H 4.905 1.063 0.190
H 1.505 0.765 0.485
H 2.558 0.348 2.435
H -2.832 -0.213 -1.288
H 4.383 -0.100 -0.415
H -3.225 0.458 0.252
H -1.487 -1.719 -2.432
H 0.469 -1.487 2.405

---

D | 20
Properties=species:S:1:pos:R:3 method="wB97M-V/def2-TZVPD" mol_weight_g_mol=120.1 spin_multiplicity=1
O -1.789 -1.548 -0.108
O -1.110 1.602 0.289
O -3.164 0.293 0.710
C 0.247 -1.150 -1.007
C 2.903 0.504 0.984
C -1.184 -1.069 -1.272
C 2.273 -0.337 -0.052
C 0.966 -0.157 -0.398
H -3.839 0.849 1.096
H -1.499 -0.025 -1.382
H 2.779 -1.160 -0.538
H -2.357 -0.768 0.182
H -1.505 -1.555 -2.200
H 3.717 1.124 0.603
H 0.757 -2.054 -1.343
H -0.921 2.361 0.814
H -2.060 1.165 0.564
H 0.428 0.734 -0.070
H 2.186 1.278 1.270
H 3.172 -0.086 1.859

---

So which one is most stable? That would be A, about 0.0085 hartree below the next structure.

---

A | 20
Properties=species:S:1:pos:R:3 method="wB97M-V/def2-TZVPD" mol_weight_g_mol=120.1 spin_multiplicity=1
O 1.937 1.539 0.339
O -0.072 0.532 1.143
O 0.346 0.704 -1.093
C 0.856 -2.040 -0.119
C -2.309 0.177 -0.494
C 1.036 0.495 -0.028
C -1.558 1.322 0.069
C 1.768 -0.842 0.114
H -2.204 -0.700 0.144
H 2.573 -0.823 -0.622
H 1.763 2.249 -0.292
H 0.290 1.114 1.828
H -1.277 2.124 -0.595
H 2.232 -0.881 1.101
H -1.897 1.667 1.039
H 0.078 -2.087 0.643
H 0.378 -1.966 -1.098
H -1.988 -0.062 -1.502
H -3.374 0.450 -0.499
H 1.425 -2.972 -0.079

---

B | 20
Properties=species:S:1:pos:R:3 method="wB97M-V/def2-TZVPD" mol_weight_g_mol=120.1 spin_multiplicity=1 smiles="CC(C)CC(=O)O.O"
O -1.188 -1.006 1.982
O 0.838 -0.017 1.875
O 4.440 1.201 1.555
C -2.341 0.170 -0.985
C -0.186 -1.151 -0.088
C 0.167 0.923 -1.359
C -0.814 -0.234 -1.165
C -0.035 -0.561 1.285
H -2.790 -0.788 -1.308
H 3.655 0.752 1.224
H 4.560 0.819 2.430
H -0.249 1.769 -1.923
H 0.712 -1.618 -0.478
H -2.699 0.353 0.012
H -2.525 1.035 -1.610
H -0.889 -0.876 -2.066
H 0.390 1.368 -0.397
H 1.032 0.564 -1.920
H -1.217 -0.717 2.914
H -0.861 -1.988 0.021

---

So which one is most stable? That would be B, about 0.0972 hartree below the next structure.

---

A | 18
Properties=species:S:1:pos:R:3 method="wB97M-V/def2-TZVPD" mol_weight_g_mol=116.2 spin_multiplicity=1 smiles=CSC.O.O.O
S -0.214 1.955 -0.154
O 0.019 -1.654 2.544
O -0.219 -1.913 -1.291
O 1.997 -1.598 0.490
C -1.613 0.841 0.140
C 0.175 1.592 -1.847
H 1.347 -1.788 1.221
H -0.589 1.947 -2.544
H -0.239 -2.843 -1.490
H 2.297 -0.702 0.584
H -1.905 0.848 1.187
H -1.299 -0.165 -0.147
H -0.765 -1.428 2.013
H 1.086 2.080 -2.186
H 0.325 0.527 -2.037
H -2.486 1.088 -0.464
H -0.162 -2.239 3.268
H 0.590 -1.713 -0.755

---

B | 18
Properties=species:S:1:pos:R:3 method="wB97M-V/def2-TZVPD" mol_weight_g_mol=116.2 spin_multiplicity=1 smiles=CSC.O.O.O
S 0.210 -0.482 -0.715
O 0.526 3.009 0.474
O -0.305 2.276 -2.223
O -0.893 0.816 2.039
C 0.753 -1.458 0.952
C -0.242 -2.300 -1.362
H -0.710 -2.284 -2.335
H 0.857 2.147 0.201
H -0.790 -2.784 -0.567
H -1.830 0.645 2.132
H 1.198 -0.640 1.497
H 0.815 -2.518 -1.349
H -0.232 -1.710 1.330
H 1.249 -2.391 0.720
H -0.587 0.476 1.185
H -0.004 1.444 -1.839
H -0.269 2.934 -1.522
H 0.255 2.821 1.383

---

C | 18
Properties=species:S:1:pos:R:3 method="wB97M-V/def2-TZVPD" mol_weight_g_mol=116.2 spin_multiplicity=1 smiles=CSC.O.O.O
S 0.130 -1.255 0.978
O -1.953 0.681 -1.400
O 0.682 1.280 -2.145
O 1.829 -1.078 -1.633
C 0.508 0.968 1.108
C -0.899 -1.016 2.350
H 1.536 -1.879 -2.094
H -0.467 1.143 0.647
H 1.394 -1.200 -0.704
H -1.053 0.869 -1.701
H -0.478 -0.456 3.215
H 0.788 1.488 -3.057
H 0.944 0.289 -2.100
H -1.783 -0.442 1.954
H 0.595 1.483 2.156
H -1.888 0.063 -0.672
H 1.357 1.041 0.440
H -1.242 -1.979 2.659

---

D | 18
Properties=species:S:1:pos:R:3 method="wB97M-V/def2-TZVPD" mol_weight_g_mol=116.2 spin_multiplicity=1
S -1.593 -1.417 -1.052
O 1.900 1.142 -0.973
O 1.714 -1.340 -0.306
O -1.944 -1.199 1.856
C -0.956 0.960 0.088
C -1.052 0.353 -1.252
H -1.903 -2.010 2.427
H 2.400 0.582 1.489
H -1.690 0.523 0.836
H 2.527 1.280 -1.654
H -1.817 -1.445 0.889
H -0.082 0.218 -1.863
H 0.752 -1.378 -0.545
H 1.912 -0.349 -0.519
H -1.144 2.109 0.045
H -1.882 0.673 -1.985
H 2.865 0.560 2.120
H -0.006 0.739 0.399

---

So which one is most stable? That would be A, about 0.0521 hartree below the next structure.